Record 1
{"formula": "C2H7NO3P", "method": "ωB97M-V with the def2-TZVPD basis set", "elements": ["C", "C", "N", "O", "O", "O", "P", "H", "H", "H", "H", "H", "H", "H"], "positions_angstrom": [[0.647, -1.801, 0.899], [1.124, -0.911, -0.178], [-1.261, 3.057, 0.648], [-1.249, -1.427, -1.626], [0.608, -0.105, -2.918], [0.221, 0.355, -0.316], [0.033, -0.724, -1.655], [-0.343, -1.562, 1.188], [0.760, -2.863, 0.744], [1.284, -1.714, 1.907], [2.129, -0.472, -0.362], [-0.514, 2.498, 0.135], [-2.171, 3.074, 0.046], [-1.267, 2.595, 1.489]], "forces_ev_per_a": [[2.9, -0.2, 3.3], [-1.1, 1.9, -2.7], [0.3, 0.9, -4.7], [-1.0, -1.0, 0.1], [-0.4, -1.1, 1.5], [0.0, -1.6, -0.8], [2.3, 3.1, 0.5], [-1.0, 0.1, -0.1], [-0.2, -0.3, -0.7], [-1.1, 0.3, -1.8], [-0.4, -1.2, 0.8], [-1.5, 0.9, 0.3], [2.3, -0.6, 2.0], [-1.2, -1.3, 2.3]], "e_above_lowest_ev": 1.613, "total_charge": -1, "lumo_energy_ev": 3.98, "gap_ev": 8.7}

Record 2
{"formula": "C2H7NO5", "method": "ωB97M-V with the def2-TZVPD basis set", "elements": ["O", "C", "N", "C", "O", "O", "H", "H", "H", "H", "H", "O", "H", "H", "O"], "positions_angstrom": [[-1.074, -1.015, -0.633], [-0.504, -0.845, 0.626], [-0.873, -1.293, 1.826], [-2.064, -0.676, 1.750], [-2.307, 0.498, 1.681], [2.766, -0.376, 0.099], [-0.820, -0.212, -1.340], [-2.912, -1.291, 1.578], [0.467, -0.493, 0.531], [-0.383, 0.815, -3.153], [2.116, 1.012, 0.057], [-0.405, 0.919, -2.209], [3.718, -0.385, 0.155], [0.887, 1.629, -0.892], [1.387, 1.713, -0.075]], "forces_ev_per_a": [[0.7, 1.4, 3.7], [-0.8, -3.2, -2.9], [1.9, 0.9, -2.8], [-3.6, 1.5, 0.6], [0.4, 0.8, 0.5], [-1.6, 0.3, -0.1], [0.5, 0.1, -0.2], [-1.2, -1.6, 0.2], [2.9, 1.2, -0.2], [0.0, -0.2, -0.7], [0.0, -0.1, -0.3], [0.0, -0.7, 2.1], [0.8, 0.0, 0.0], [-0.3, -0.2, -0.9], [0.2, -0.2, 0.9]], "e_above_lowest_ev": 12.213, "lumo_energy_ev": -6.47, "gap_ev": 3.8}

Record 3
{"formula": "C2H7NO5S2", "method": "ωB97M-V with the def2-TZVPD basis set", "elements": ["C", "S", "O", "O", "N", "O", "S", "C", "O", "O", "H", "H", "H", "H", "H", "H", "H"], "positions_angstrom": [[0.573, 0.320, -2.582], [1.250, 0.674, -0.967], [2.484, -0.077, -0.772], [1.193, 2.072, -0.607], [0.063, -0.144, -0.118], [-0.808, 0.847, 0.308], [1.044, -0.529, 1.668], [-0.424, -0.843, 2.654], [1.580, 0.806, 1.928], [1.871, -1.685, 1.582], [1.354, 0.324, -3.402], [0.264, -0.796, -2.497], [-0.224, 0.971, -2.989], [-0.348, 1.705, 0.023], [-1.268, -0.303, 2.246], [-0.741, -1.871, 2.489], [0.061, -0.641, 3.580]], "forces_ev_per_a": [[0.6, -1.8, -1.9], [2.4, -1.3, -0.9], [-1.6, 1.0, -0.7], [-0.2, -0.1, -0.7], [1.0, -0.7, 2.8], [-0.8, 1.1, -0.5], [-0.3, 2.3, -2.3], [0.4, -0.8, -1.8], [-0.8, -2.1, 0.5], [-0.3, 0.0, 0.2], [-0.4, 0.2, 1.3], [0.2, 2.1, -0.1], [0.2, -0.3, 1.0], [-0.7, -0.6, 1.0], [0.3, 1.1, 0.6], [0.7, -0.3, 0.4], [-0.8, 0.3, 1.3]], "e_above_lowest_ev": 0.113, "smiles": "CS(=O)(=O)N(O)S(C)(=O)=O", "lumo_energy_ev": 0.28, "gap_ev": 10.1}

Record 4
{"formula": "C2H7NOS", "method": "ωB97M-V with the def2-TZVPD basis set", "elements": ["C", "C", "N", "O", "S", "H", "H", "H", "H", "H", "H", "H"], "positions_angstrom": [[-1.607, -0.545, 1.219], [-0.541, 0.917, -0.909], [2.423, -0.804, 0.171], [-0.954, -1.707, -0.987], [-0.485, -0.775, -0.017], [-2.179, -1.424, 1.453], [-1.289, 0.042, 2.048], [-1.272, 1.469, -0.327], [0.420, 1.431, -1.052], [-1.047, 0.774, -1.818], [2.274, -0.854, -0.907], [2.294, -1.737, 0.364]], "forces_ev_per_a": [[0.0, -0.3, -0.1], [0.1, 0.0, 1.9], [-0.2, 2.7, -3.0], [-0.9, -2.5, -2.0], [1.2, 3.2, 0.6], [-0.3, -0.3, 0.0], [0.2, 0.6, 0.4], [0.4, 0.5, 0.3], [-0.3, -0.4, 0.4], [-0.3, -0.8, -1.4], [0.4, 0.4, 1.9], [-0.3, -3.2, 1.1]], "e_above_lowest_ev": 5.871, "lumo_energy_ev": [-1.06, -0.54], "gap_ev": [8.3, 7.9]}

Record 5
{"formula": "C2H7NOS2", "method": "ωB97M-V with the def2-TZVPD basis set", "elements": ["N", "C", "O", "H", "H", "H", "C", "S", "S", "H", "H", "H", "H"], "positions_angstrom": [[1.927, -2.241, 0.405], [2.529, -1.145, -0.235], [2.072, -0.001, -0.050], [1.366, -1.897, 1.108], [2.381, -3.139, 0.617], [3.382, -1.502, -0.941], [-1.662, 2.112, -0.563], [-1.426, 1.488, 1.139], [-3.061, 0.074, 0.848], [-1.228, 3.140, -0.470], [-2.728, 2.367, -0.696], [-1.340, 1.579, -1.446], [-2.212, -0.835, 0.285]], "forces_ev_per_a": [[2.0, 0.0, -1.7], [-0.8, 0.2, 0.4], [1.7, -2.8, -0.9], [-1.7, 0.5, 1.9], [0.0, 1.0, -0.6], [-1.2, 1.1, 0.9], [-0.5, 2.7, 0.9], [-1.7, -1.4, -1.5], [1.7, 0.1, 0.5], [0.2, -0.8, -0.7], [0.3, -0.5, 0.2], [0.6, -0.5, 0.3], [-0.6, 0.2, 0.2]], "e_above_lowest_ev": 1.037, "smiles": "NC=O.CSS", "lumo_energy_ev": 0.37, "gap_ev": 9.4}

Record 6
{"formula": "C2H7NOS2", "method": "ωB97M-V with the def2-TZVPD basis set", "elements": ["C", "S", "S", "C", "N", "O", "H", "H", "H", "H", "H", "H", "H"], "positions_angstrom": [[-1.288, -1.686, 0.925], [-1.544, -0.694, -0.503], [0.765, 0.081, -0.635], [0.545, 2.046, -0.946], [1.457, -0.167, 0.712], [1.291, -0.621, -1.762], [-0.299, -2.251, 0.778], [-2.160, -2.506, 0.958], [-1.135, -1.182, 1.807], [-0.285, 2.111, -1.563], [0.256, 2.433, 0.032], [1.456, 2.451, -1.332], [0.940, -0.015, 1.529]], "forces_ev_per_a": [[0.3, -4.3, -1.8], [1.4, 1.6, -0.6], [-1.8, 1.0, 1.9], [0.4, -2.6, 1.8], [0.5, -0.4, -2.7], [0.5, 0.5, -0.5], [-1.5, 0.4, 0.1], [1.9, 2.0, 0.1], [-0.4, 1.3, 2.2], [-1.4, 0.2, -1.6], [0.4, -0.1, 0.0], [0.5, 0.0, -0.2], [-1.0, 0.6, 1.3]], "e_above_lowest_ev": 3.525, "smiles": "CS[S@@](C)(=N)=O", "lumo_energy_ev": -0.58, "gap_ev": 8.5}

Record 7
{"formula": "C2H7NOSi", "method": "ωB97M-V with the def2-TZVPD basis set", "elements": ["C", "C", "N", "O", "Si", "H", "H", "H", "H", "H", "H", "H"], "positions_angstrom": [[0.241, -0.575, 1.075], [-1.100, -0.111, 0.475], [1.131, -0.532, -0.291], [-0.891, 0.960, -0.425], [0.480, 0.759, -1.243], [0.499, 0.028, 1.839], [0.235, -1.704, 1.398], [-1.635, -0.836, -0.051], [-1.919, 0.275, 1.143], [2.122, -0.742, -0.036], [0.852, 2.282, -1.288], [-0.015, 0.196, -2.594]], "forces_ev_per_a": [[-1.0, -4.0, -4.9], [-1.4, 1.4, 1.5], [0.7, 0.0, 3.2], [-0.8, 0.3, 1.1], [-0.1, 0.8, -1.7], [1.5, 2.1, 2.4], [-0.1, 2.3, -0.5], [-0.3, -1.9, -0.9], [1.3, -0.4, 0.3], [-1.3, 0.4, -0.7], [0.6, -1.5, -0.3], [1.0, 0.5, 0.6]], "e_above_lowest_ev": 1.016, "lumo_energy_ev": 0.92, "gap_ev": 10.6}

Record 8
{"formula": "C2H7NOSi", "method": "ωB97M-V with the def2-TZVPD basis set", "elements": ["H", "N", "Si", "C", "C", "H", "H", "H", "H", "O", "H", "H"], "positions_angstrom": [[-1.617, -1.129, 0.311], [-0.618, -1.008, 0.252], [0.135, 0.391, -0.014], [1.976, 0.471, 0.307], [2.845, -0.466, -0.033], [-0.271, 1.722, -0.489], [2.349, 1.351, 0.825], [3.898, -0.386, 0.192], [2.533, -1.360, -0.546], [-3.766, 0.150, 0.106], [-4.451, -0.155, -0.489], [-3.013, 0.420, -0.422]], "forces_ev_per_a": [[-0.2, -0.1, -0.2], [0.4, 1.1, 0.0], [0.7, -1.2, 0.5], [-0.7, 0.2, 0.0], [0.1, -0.2, -0.1], [-0.4, 0.1, 0.0], [0.0, 0.1, -0.1], [0.1, 0.1, 0.0], [-0.1, -0.2, -0.1], [0.0, 0.0, 0.5], [0.0, 0.0, -0.3], [0.0, 0.0, -0.3]], "e_above_lowest_ev": 2.585, "smiles": "[H]/N=[SiH]/C=C.O", "lumo_energy_ev": 0.11, "gap_ev": 9.6}

Record 9
{"formula": "C2H7NS", "method": "ωB97M-V with the def2-TZVPD basis set", "elements": ["C", "C", "N", "S", "H", "H", "H", "H", "H", "H", "H"], "positions_angstrom": [[-0.243, 0.860, 1.221], [0.972, -0.086, -1.109], [-1.721, -1.627, 0.162], [-0.565, 0.765, -0.627], [0.683, 1.384, 1.571], [-0.170, -0.230, 1.527], [-1.147, 1.077, 1.771], [1.661, 0.017, -0.302], [1.325, 0.571, -2.020], [0.630, -1.020, -1.401], [-1.424, -1.713, -0.794]], "forces_ev_per_a": [[0.4, -2.4, 0.0], [-0.3, 4.0, -2.0], [-0.2, 0.3, 1.0], [0.2, 0.7, 1.9], [-1.1, -0.1, -0.7], [0.5, 1.1, -0.4], [-0.2, 1.0, -0.2], [0.6, -0.5, 0.3], [-0.3, -1.7, 1.7], [0.3, -2.1, -0.5], [0.2, -0.3, -1.1]], "e_above_lowest_ev": 4.967, "lumo_energy_ev": [-0.64, -0.57], "gap_ev": [8.0, 8.1]}

Record 10
{"formula": "C2H7NS", "method": "ωB97M-V with the def2-TZVPD basis set", "elements": ["C", "S", "H", "H", "H", "C", "N", "H", "H", "H", "H"], "positions_angstrom": [[0.508, 0.086, 1.627], [0.759, 1.052, 0.152], [-0.224, 0.645, 2.246], [0.099, -0.896, 1.396], [1.317, -0.064, 2.342], [-0.622, 0.398, -0.972], [-0.231, -0.768, -1.720], [-1.409, 0.374, -0.221], [-0.775, 1.251, -1.636], [-0.078, -1.494, -1.021], [0.655, -0.584, -2.195]], "forces_ev_per_a": [[-0.7, 0.0, 0.8], [0.6, -0.4, 0.2], [-0.1, -0.2, -0.5], [-0.2, 0.0, -0.2], [0.6, 0.3, -0.7], [0.4, 1.2, -0.3], [0.3, 0.7, 2.1], [-0.5, -0.8, -0.6], [-0.1, -0.1, 0.1], [0.0, -0.5, -0.7], [-0.3, -0.2, -0.3]], "e_above_lowest_ev": 0.320, "total_charge": 1, "multiplicity": 2, "lumo_energy_ev": [-3.51, -8.53], "s2": 0.75, "gap_ev": [12.0, 6.7]}